C3H8N2O2 | the ωB97M-V functional and the def2-TZVPD basis

Values from the calculation:
Frontier orbital gap in eV: 10.17
Molecular weight in g/mol: 104.1
SMILES: [H]/N=C(/CNO)OC
Electronic energy in eV: -10312.9835
ΔE to the lowest compared entry with this formula, charge and spin in kcal/mol: 91.52

Each line ends with the Löwdin charge.
CARTESIAN COORDINATES (ANGSTROEM)
H1 -2.58491 -1.06839 0.61606  0.064
N1 -1.72280 -0.76196 1.06545  0.162
C1 -0.72290 -0.76338 0.28528  -0.479
C2 0.52173 -0.14899 0.80604  -0.090
N2 0.12726 1.40579 0.88800  -0.077
O1 1.04517 2.23306 1.57798  -0.093
O2 -0.90493 -1.02001 -1.03904  -0.076
C3 0.14784 -0.82711 -1.97156  -0.079
H2 1.42267 -0.36836 0.23241  0.100
H3 0.62229 -0.41570 1.85855  0.115
H4 0.16193 1.74791 -0.07499  0.096
H5 0.66638 2.34735 2.45457  0.086
H6 -0.27698 -1.04398 -2.95037  0.094
H7 0.51932 0.19734 -1.96447  0.084
H8 0.97789 -1.51358 -1.78393  0.093


C5H11N2 | the ωB97M-V functional and the def2-TZVPD basis

Values from the calculation:
Net charge: +1
Frontier orbital gap in eV: 9.75
Molecular weight in g/mol: 99.2
SMILES: C=N/C=C\CC[NH3+]
Electronic energy in eV: -8335.8053
ΔE to the lowest compared entry with this formula, charge and spin in kcal/mol: 30.29

Each line ends with the Löwdin charge.
CARTESIAN COORDINATES (ANGSTROEM)
C1 1.96218 -0.51284 -1.78416  0.048
N1 0.91895 -0.64830 -1.08069  -0.053
C2 -0.31697 -0.14978 -1.52972  -0.152
C3 -1.16512 0.60600 -0.85467  -0.080
C4 -0.91836 1.14439 0.53541  -0.167
C5 -0.87175 0.02180 1.57675  -0.125
N2 0.47790 -0.65930 1.50583  0.168
H1 2.04690 0.15954 -2.64004  0.103
H2 2.81177 -1.17312 -1.65498  0.090
H3 -0.61409 -0.38986 -2.54184  0.125
H4 -2.08717 0.85180 -1.36169  0.115
H5 -1.82805 1.66423 0.84028  0.119
H6 -0.14096 1.90391 0.53197  0.126
H7 -1.03198 0.44802 2.56270  0.131
H8 -1.60911 -0.70713 1.29323  0.132
H9 1.23466 -0.13211 1.94520  0.170
H10 0.67299 -0.96599 0.52041  0.086
H11 0.45823 -1.46123 2.13603  0.162


C35H77N7O7P3 | the ωB97M-V functional and the def2-TZVPD basis

Values from the calculation:
Net charge: +1
Frontier orbital gap in eV: 4.78
Molecular weight in g/mol: 801.0
Electronic energy in eV: -90155.4422

Each line ends with the Löwdin charge.
CARTESIAN COORDINATES (ANGSTROEM)
C1 -8.21576 -7.08787 11.53826  -0.141
C2 -6.94378 -6.65732 12.44346  -0.267
C3 -5.57279 -7.05869 11.70461  -0.239
C4 -5.36297 -6.03803 10.46945  -0.203
C5 -3.96735 -6.32361 9.71144  -0.211
C6 -4.10053 -6.45064 8.10959  -0.212
C7 -3.34113 -5.23014 7.37233  -0.203
C8 -1.86053 -5.76938 6.98212  -0.221
C9 -0.77939 -4.57392 6.85176  -0.207
C10 -0.85023 -3.83120 5.41649  -0.179
C11 0.63597 -3.70298 4.78023  -0.130
C12 0.90478 -4.68699 3.55545  -0.031
C13 0.42350 -6.16450 3.46697  0.088
N1 0.71473 -7.02298 2.32130  0.055
C14 1.50203 -6.55440 1.18729  0.026
C15 2.02890 -5.10405 1.14530  0.060
C16 1.71278 -4.15193 2.33318  0.049
C17 2.25808 -2.63866 2.21150  -0.367
O1 3.35343 -2.38372 2.74585  0.139
O2 1.41360 -1.72771 1.53773  -0.057
C18 1.64236 -1.77655 0.08466  -0.176
C19 0.34472 -1.41432 -0.77390  -0.166
P1 -1.12882 -2.55683 -0.50331  0.713
O3 -1.16265 -3.09021 0.95768  -0.343
O4 -1.00594 -3.92165 -1.50902  -0.259
C20 -2.29750 -4.36700 -2.01133  -0.286
C21 -2.49930 -4.07149 -3.59944  -0.087
O5 -2.54781 -1.63943 -0.72494  -0.277
C22 -2.55105 -0.42473 0.07920  -0.289
C23 -3.92436 -0.30219 0.91616  -0.074
H1 -7.93574 -7.95957 10.84843  0.071
H2 -9.06670 -7.44663 12.23477  0.074
H3 -8.61449 -6.20463 10.91628  0.074
H4 -6.98225 -5.51645 12.58570  0.103
H5 -6.98611 -7.16387 13.48051  0.106
H6 -4.69746 -7.00548 12.46238  0.116
H7 -5.61765 -8.15731 11.36614  0.111
H8 -5.29735 -4.98618 10.94234  0.116
H9 -6.19612 -6.08790 9.68639  0.105
H10 -3.27847 -5.42288 9.93136  0.104
H11 -3.40059 -7.24501 10.11268  0.112
H12 -5.17139 -6.60138 7.73743  0.106
H13 -3.52581 -7.41104 7.81117  0.101
H14 -3.22582 -4.32571 8.08456  0.109
H15 -3.89180 -4.84912 6.44173  0.108
H16 -1.85141 -6.39303 6.02198  0.094
H17 -1.53729 -6.44910 7.85456  0.113
H18 -1.02596 -3.81377 7.66832  0.109
H19 0.25746 -5.00263 7.08238  0.105
H20 -1.25364 -2.77011 5.63051  0.121
H21 -1.60931 -4.31975 4.71551  0.116
H22 1.41344 -3.87221 5.60504  0.131
H23 0.71020 -2.61685 4.38717  0.129
H24 -0.18548 -6.61218 4.31718  0.130
H25 0.37820 -7.99705 2.26077  0.161
H26 1.75851 -7.22556 0.29394  0.141
H27 2.63363 -4.77072 0.23975  0.117
H28 2.16977 -2.74917 -0.24622  0.122
H29 2.41517 -0.93876 -0.12479  0.135
H30 0.65832 -1.46839 -1.88677  0.126
H31 0.12316 -0.29779 -0.57962  0.103
H32 -2.29718 -5.52295 -1.93152  0.127
H33 -3.19955 -4.01569 -1.40660  0.119
H34 -1.51807 -4.33798 -4.15114  0.085
H35 -2.75487 -2.97416 -3.80735  0.079
H36 -3.30228 -4.75658 -4.06129  0.085
H37 -2.49826 0.46098 -0.66563  0.131
H38 -1.66928 -0.32749 0.80145  0.109
H39 -4.67002 -1.14517 0.70175  0.089
H40 -4.35618 0.74461 0.67866  0.086
H41 -3.63815 -0.31094 2.02578  0.078
O6 2.03031 1.55610 -2.16189  -0.338
P2 3.01303 2.74596 -2.12501  0.754
N2 2.54116 3.22195 -0.53429  -0.344
C24 1.13727 3.42109 -0.19479  -0.121
C25 3.12960 2.35075 0.48513  -0.140
N3 2.25531 3.64369 -3.35808  -0.321
C26 1.41460 4.80300 -3.16444  -0.123
C27 1.77283 2.88717 -4.51091  -0.135
N4 4.20881 4.07755 -2.10895  -0.285
C28 5.53399 3.59045 -2.50832  -0.148
C29 4.35997 5.08543 -1.06619  -0.128
H42 1.03497 3.73033 0.85127  0.085
H43 0.53383 2.51693 -0.33455  0.070
H44 0.69117 4.22939 -0.76947  0.058
H45 4.20123 2.21338 0.30076  0.076
H46 2.66260 1.35787 0.49315  0.060
H47 3.03611 2.79155 1.48232  0.086
H48 0.38686 4.52089 -2.91417  0.083
H49 1.38046 5.40716 -4.07729  0.065
H50 1.79529 5.47064 -2.39045  0.071
H51 0.79571 2.42922 -4.30837  0.076
H52 2.47406 2.09211 -4.77309  0.072
H53 1.67742 3.52702 -5.39347  0.068
H54 5.98872 2.98906 -1.71382  0.074
H55 6.20753 4.41505 -2.75742  0.082
H56 5.45283 2.96395 -3.40343  0.079
H57 4.79215 4.67425 -0.14740  0.080
H58 3.41636 5.57333 -0.82141  0.071
H59 5.02228 5.88635 -1.41387  0.091
O7 2.02483 5.35552 -7.45570  -0.317
P3 1.77752 6.73781 -8.09427  0.755
N5 2.26572 6.20984 -9.66154  -0.348
C30 3.53591 5.52071 -9.86127  -0.122
C31 1.21855 5.41882 -10.31309  -0.145
N6 3.00475 7.54986 -7.23401  -0.330
C32 4.29582 7.92920 -7.76786  -0.131
C33 3.13858 7.20768 -5.81954  -0.147
N7 1.42870 8.34214 -8.80715  -0.292
C34 0.08625 8.79757 -8.42916  -0.151
C35 1.70915 8.75367 -10.17747  -0.131
H60 3.67692 5.27411 -10.91932  0.084
H61 3.60784 4.58878 -9.29068  0.083
H62 4.38461 6.15136 -9.60639  0.055
H63 0.24969 5.92528 -10.23415  0.073
H64 1.11397 4.42659 -9.85838  0.080
H65 1.42367 5.29697 -11.38113  0.083
H66 5.00587 7.09644 -7.74533  0.081
H67 4.72529 8.74880 -7.18073  0.083
H68 4.22871 8.30779 -8.78821  0.068
H69 3.71579 6.28347 -5.68472  0.080
H70 2.15825 7.06709 -5.35992  0.054
H71 3.63515 8.00765 -5.26185  0.081
H72 -0.68604 8.23787 -8.96773  0.075
H73 -0.04727 9.86475 -8.62712  0.080
H74 -0.07502 8.65017 -7.35553  0.077
H75 1.04064 8.27613 -10.90208  0.080
H76 2.74059 8.55300 -10.46764  0.071
H77 1.58301 9.83800 -10.27532  0.090